Arrangement a

Here is a cluster of 2 separate species, C4H5N2 in total from the OMol25 dataset. Energies are from wB97M-V/def2-TZVPD.

Values from the calculation:
* 2S+1: 1
* gap between HOMO and LUMO: 8.0 eV
* E_LUMO: -6.8 eV
* total charge: +1

Element x y z (Å)
1 C -0.799 0.229 1.188
2 C -1.957 0.538 0.736
3 C 1.985 -0.324 -0.274
4 C 1.153 -0.733 -1.420
5 N -3.122 0.528 0.443
6 N 0.516 -0.320 -0.377
7 H -0.028 0.347 1.905
8 H 2.441 -1.085 0.349
9 H 2.493 0.633 -0.295
10 H 1.030 -1.114 -2.409
11 H -3.711 1.299 0.154



Arrangement b

Here is the ion C4H5N2 with charge +1 from the OMol25 dataset. Energies are from wB97M-V/def2-TZVPD.

Values from the calculation:
* 2S+1: 1
* gap between HOMO and LUMO: 10.2 eV
* E_LUMO: -4.4 eV
* total charge: +1

Element x y z (Å)
1 C 1.365 0.529 -1.598
2 N 1.320 1.485 -0.885
3 C 0.483 -0.096 -0.553
4 C 0.310 -0.340 0.842
5 C -1.059 -0.908 0.831
6 N -0.815 0.314 0.056
7 H 1.539 0.021 -2.517
8 H 0.707 0.074 1.757
9 H -1.315 -1.836 0.229
10 H -1.649 -0.637 1.742
11 H -0.884 1.394 0.097



Arrangement c

Here is the ion C4H5N2 with charge +1 from the OMol25 dataset. Energies are from wB97M-V/def2-TZVPD.

Values from the calculation:
* 2S+1: 1
* gap between HOMO and LUMO: 10.9 eV
* E_LUMO: -5.3 eV
* total charge: +1

Element x y z (Å)
1 C 0.060 -1.714 -0.082
2 C 0.874 -0.723 -0.037
3 N 1.070 0.552 0.145
4 C -0.063 1.464 -0.111
5 C -1.287 0.644 -0.034
6 N -1.941 -0.297 0.102
7 H -0.298 -2.193 0.777
8 H -0.129 -2.440 -0.834
9 H 2.030 0.752 0.377
10 H -0.081 1.843 -1.047
11 H -0.237 2.113 0.746



It is arrangement c that is most stable; the runner-up trails by 2.596 eV.



Arrangement a

Here is a cluster of 2 separate species, C4H5N2 in total from the OMol25 dataset. Energies are from wB97M-V/def2-TZVPD.

Values from the calculation:
* 2S+1: 1
* gap between HOMO and LUMO (spin up / spin down): 9.6 / 6.8 eV
* E_LUMO (spin up / spin down): -5.8 / -8.3 eV
* total charge: +1

Element x y z (Å)
1 C 1.681 -0.593 0.003
2 C 0.342 -1.001 -0.066
3 C 1.627 0.833 0.098
4 C -2.625 0.324 -0.004
5 N 0.361 1.196 0.097
6 N -0.337 0.135 -0.033
7 H 2.553 -1.219 -0.004
8 H -0.102 -1.974 -0.140
9 H 2.428 1.545 0.162
10 H -2.859 1.342 0.244
11 H -3.068 -0.588 -0.357



Arrangement b

Here is the ion C4H5N2 with charge +1 from the OMol25 dataset. Energies are from wB97M-V/def2-TZVPD.

Values from the calculation:
* 2S+1: 1
* gap between HOMO and LUMO: 9.1 eV
* E_LUMO: -5.3 eV
* total charge: +1

Element x y z (Å)
1 N -2.288 -0.190 -0.012
2 C -1.761 0.855 0.003
3 C -0.517 1.297 0.181
4 C 1.008 1.512 0.042
5 C 0.267 0.188 0.179
6 N 0.330 -1.149 0.180
7 H -3.223 -0.480 0.175
8 H 1.527 1.761 -0.864
9 H 1.703 1.849 0.721
10 H -0.508 -1.647 -0.043
11 H 1.112 -1.649 0.477



It is arrangement b that is most stable; the runner-up trails by 3.106 eV.



Arrangement a

Here is a cluster of 2 separate species, C5H14NO2 in total from the OMol25 dataset. Energies are from wB97M-V/def2-TZVPD.

Values from the calculation:
* 2S+1: 1
* gap between HOMO and LUMO: 9.0 eV
* E_LUMO: -4.9 eV
* total charge: +1

Element x y z (Å)
1 C -1.734 0.271 2.159
2 O -2.004 -0.715 1.182
3 C -0.767 1.290 1.595
4 C 0.603 0.618 1.220
5 C 0.668 0.060 -0.211
6 C 2.044 -1.723 -1.037
7 N 1.136 -1.332 -0.227
8 H -2.599 0.778 2.593
9 H -1.276 -0.265 2.995
10 H -2.428 -0.411 0.389
11 H -0.466 2.119 2.240
12 H -1.105 1.761 0.663
13 H 1.390 1.349 1.389
14 H 0.779 -0.205 1.928
15 H -0.283 -0.031 -0.733
16 H 1.357 0.741 -0.709
17 H 2.193 -2.774 -1.255
18 H 2.481 -0.930 -1.629
19 H 0.709 -1.930 0.473
20 H 0.338 0.619 -4.804
21 H -0.885 0.069 -4.229
22 O -0.151 0.641 -3.991



Arrangement b

Here is a cluster of 2 separate species, C5H14NO2 in total from the OMol25 dataset. Energies are from wB97M-V/def2-TZVPD.

Values from the calculation:
* 2S+1: 1
* gap between HOMO and LUMO: 10.2 eV
* E_LUMO: -3.1 eV
* total charge: +1

Element x y z (Å)
1 C 0.333 0.311 -0.882
2 O -0.253 0.978 -1.975
3 C -0.729 0.336 0.225
4 C -0.439 -0.562 1.427
5 C 0.955 -0.332 1.962
6 C 1.648 -1.183 2.695
7 N -1.000 1.774 0.577
8 H 0.575 -0.736 -1.049
9 H 1.250 0.853 -0.638
10 H -0.288 0.398 -2.768
11 H -1.590 -0.073 -0.298
12 H -0.558 -1.557 1.039
13 H -1.167 -0.538 2.241
14 H 1.380 0.660 1.824
15 H 1.319 -2.172 2.999
16 H 2.637 -0.946 3.071
17 H -0.486 2.380 -0.077
18 H -1.952 2.061 0.471
19 H -0.632 1.994 1.486
20 H 0.310 -1.637 -4.000
21 H -0.900 -0.962 -4.578
22 O -0.412 -1.047 -3.752



Arrangement c

Here is a cluster of 2 separate species, C5H14NO2 in total from the OMol25 dataset. Energies are from wB97M-V/def2-TZVPD.

Values from the calculation:
* 2S+1: 1
* gap between HOMO and LUMO: 11.5 eV
* E_LUMO: -2.9 eV
* total charge: +1

Element x y z (Å)
1 O -0.657 1.523 -1.891
2 C -0.166 1.561 -0.605
3 C 0.905 0.452 -0.524
4 N 0.172 -0.858 -0.410
5 C 0.278 -1.140 1.081
6 C 1.561 -0.663 1.662
7 C 1.673 0.668 0.835
8 H -1.593 1.731 -1.984
9 H 0.192 2.612 -0.435
10 H -0.817 1.295 0.286
11 H 1.671 0.462 -1.303
12 H -0.810 -0.854 -0.729
13 H 0.601 -1.610 -0.996
14 H 0.044 -2.190 1.301
15 H -0.585 -0.580 1.474
16 H 2.352 -1.374 1.450
17 H 1.549 -0.429 2.729
18 H 1.242 1.514 1.351
19 H 2.735 0.884 0.664
20 H -3.884 -0.599 -0.812
21 H -3.393 -1.450 -1.955
22 O -3.070 -0.953 -1.189



It is arrangement c that is most stable; the runner-up trails by 0.495 eV.